Entry 1:
C6H17N2O | ωB97M-V/def2-TZVPD

The geometry in XYZ format:
```
26
Properties=species:S:1:pos:R:3:forces:R:3:mulliken_charge:R:1
C -2.6241 -0.0244 -0.9428 0.588 -1.107 -2.912 -0.995
C 2.2937 1.4136 -0.5877 -0.922 -1.792 1.863 -1.209
C -0.7221 0.5230 2.3055 2.770 2.281 -0.344 -0.892
C 1.2357 -2.0316 0.1899 1.966 -0.195 0.251 -0.595
C -1.4004 -0.8637 -1.0020 1.757 4.360 -1.970 -0.406
C 0.9484 0.7094 -1.0326 1.707 -0.390 1.361 -0.554
N -0.4788 0.8947 0.9331 -0.372 1.711 -0.007 -0.560
N 0.1690 0.0139 0.1271 -2.888 0.414 -3.296 0.739
O 0.7137 -0.9103 0.9334 1.725 -1.095 -0.770 -0.346
H -2.4892 0.7491 -0.2933 0.172 1.933 2.792 0.321
H -2.9345 0.5562 -1.8587 0.677 -1.168 0.408 0.339
H -3.3749 -0.7222 -0.6744 -1.235 -0.080 0.623 0.346
H 2.1452 2.0079 0.2993 -0.406 0.395 0.377 0.348
H 3.1110 0.7212 -0.2476 -0.899 0.252 -0.830 0.268
H 2.6559 2.0853 -1.3051 0.430 0.656 -1.385 0.435
H -1.1352 1.3351 2.8535 -0.647 0.712 0.051 0.412
H -1.3263 -0.2671 2.2519 -2.513 -3.263 0.614 0.318
H 0.2254 0.3007 2.7632 0.159 -0.378 0.581 0.296
H 2.3269 -1.9170 -0.2093 -2.028 0.431 0.512 0.227
H 0.5518 -2.3400 -0.6065 0.269 -0.050 0.337 0.285
H 1.3379 -2.7450 1.0032 -0.233 -0.490 -0.366 0.300
H -0.8782 -0.9656 -1.9356 0.174 0.343 -0.462 0.366
H -1.3481 -1.7337 -0.5477 -0.388 -3.960 2.676 0.478
H 1.2383 -0.0727 -1.7768 -0.903 0.706 0.510 0.342
H 0.1638 1.4186 -1.3324 0.549 -0.305 -0.530 0.503
H -0.4049 1.8647 0.6923 0.493 0.081 -0.084 0.236
```
Forces are in eV/Å.

## Properties
Gap between HOMO and LUMO (spin up / spin down) ... 9.074 / 9.073 eV
LUMO level (spin up / spin down) ... -3.680 / -3.681 eV
Relative energy (zero: lowest compared OMol25 entry of this formula, charge and spin) ... 683.42 kJ/mol
Net charge ... +1
HOMO energy (spin up / spin down) ... -0.4687 / -0.4687 Eh
Calculated total energy ... -11513.1219 eV
2S+1 ... 1



Entry 2:
C6H17N3 | ωB97M-V/def2-TZVPD

The geometry in XYZ format:
```
26
Properties=species:S:1:pos:R:3:forces:R:3:mulliken_charge:R:1
C 1.4658 -1.8494 -0.0594 -0.809 0.524 0.198 -0.235
C 1.8258 0.8189 0.3192 0.002 -0.083 -0.002 -1.064
C 0.8690 0.1295 -1.8259 0.025 -0.073 0.037 -1.065
C 0.2286 -2.2575 0.6236 0.228 -0.315 0.000 -1.190
N 1.0747 -0.2035 -0.4139 -1.019 -0.947 0.759 0.154
H 1.6706 -2.2872 -1.0334 0.000 0.141 -0.103 0.300
H 2.3717 -1.7817 0.5385 0.034 0.168 -0.017 0.300
H 1.8465 0.5466 1.3742 0.018 -0.032 0.001 0.390
H 2.8492 0.8804 -0.0567 -0.047 -0.018 0.002 0.381
H 1.3380 1.7901 0.2114 -0.005 -0.088 -0.019 0.309
H 0.3903 1.1071 -1.9133 0.029 -0.061 0.056 0.309
H 0.2206 -0.6250 -2.2710 0.021 -0.030 0.003 0.390
H 1.8239 0.1413 -2.3558 -0.035 -0.004 0.042 0.381
H 0.1153 -0.5266 0.1176 1.382 0.725 -0.848 0.133
H 0.3381 -2.5142 1.6753 0.099 0.062 0.008 0.280
H -0.3592 -3.0168 0.1118 0.050 0.026 -0.103 0.280
C -1.8679 1.0000 0.5117 -0.258 0.089 0.085 0.776
N -1.5797 0.6327 1.8236 0.056 -0.030 -0.131 -0.569
N -2.4854 -0.0199 -0.2078 0.135 0.028 0.047 -0.569
C -1.6816 2.2454 0.0285 -0.202 0.025 0.083 -1.410
H -2.1184 -0.9469 -0.0218 0.033 0.030 0.000 0.349
H -1.2482 -0.3199 1.9300 0.016 0.018 -0.036 0.349
H -1.0171 1.2996 2.3278 -0.001 -0.020 -0.049 0.243
H -2.5867 0.1687 -1.1925 0.038 0.007 0.036 0.243
H -2.0996 2.5365 -0.9231 0.053 -0.110 -0.144 0.268
H -1.3844 3.0519 0.6812 0.160 -0.033 0.095 0.268
```
Forces are in eV/Å.

## Properties
Gap between HOMO and LUMO ... 7.649 eV
LUMO level ... 0.724 eV
Relative energy (zero: lowest compared OMol25 entry of this formula, charge and spin) ... 337.80 kJ/mol
HOMO energy ... -0.2545 Eh
Calculated total energy ... -10964.7057 eV
2S+1 ... 1



Entry 3:
C6H17N3 | ωB97M-V/def2-TZVPD

The geometry in XYZ format:
```
26
Properties=species:S:1:pos:R:3:forces:R:3:mulliken_charge:R:1
C 1.7148 1.5420 0.6929 4.479 -1.740 3.101 -1.243
C 1.8006 0.2984 -0.1623 0.865 0.578 -1.465 -0.862
C 0.6573 -0.6646 -0.2107 -2.048 1.447 2.474 0.656
C 0.6052 -1.6675 0.9944 -0.094 0.817 0.083 -1.748
N 0.7296 -1.3930 -1.4961 -4.480 0.923 -1.106 -0.056
C -0.8135 0.2350 -0.3011 4.820 -0.729 -0.940 0.200
N -0.7357 1.0793 -1.3435 1.247 1.196 -0.368 -0.367
N -1.6988 0.0159 0.5981 0.312 0.982 -0.573 -0.071
C -3.0309 0.5101 0.6675 -3.247 0.668 0.222 -0.855
H 1.5885 1.3593 1.8147 -0.075 -0.150 -1.492 0.320
H 2.7749 2.0484 0.6849 -2.376 -0.493 -0.423 0.362
H 0.9338 2.0578 0.3560 -2.723 3.101 -1.010 0.361
H 1.8388 0.6268 -1.2807 1.045 -0.249 1.768 0.326
H 2.7114 -0.2098 0.1743 -0.034 -0.302 -0.814 0.499
H 1.4958 -2.3071 1.0103 0.042 0.325 -0.052 0.448
H -0.2383 -2.3731 0.8606 0.156 0.492 0.533 0.503
H 0.6109 -1.0822 2.0017 -0.235 -1.100 -1.801 0.418
H 1.4677 -2.0248 -1.5447 1.871 -1.703 -0.101 0.326
H 0.6916 -0.8138 -2.3837 0.395 -0.434 1.250 0.451
H -0.2058 -1.8832 -1.4968 1.361 -0.353 -0.568 0.435
H 0.2729 1.4685 -1.6680 -3.170 -1.530 1.079 0.307
H -1.4610 1.7773 -1.5248 0.053 -0.354 0.104 0.285
H -1.4012 -0.4183 1.4497 0.364 -0.858 0.078 0.278
H -3.3107 0.4856 1.7522 -0.058 0.031 -1.124 0.307
H -3.3278 1.5348 0.2693 1.258 -1.063 0.414 0.356
H -3.6700 -0.2019 0.0857 0.274 0.497 0.733 0.363
```
Forces are in eV/Å.

## Properties
Gap between HOMO and LUMO ... 11.418 eV
LUMO level ... -7.693 eV
Relative energy (zero: lowest compared OMol25 entry of this formula, charge and spin) ... 14.04 kJ/mol
Net charge ... +2
SMILES ... CC[C@](C)([NH3+])C(=[NH2+])NC
HOMO energy ... -0.7023 Eh
Calculated total energy ... -10949.9422 eV
2S+1 ... 1



Entry 4:
C6H17N3OSi | ωB97M-V/def2-TZVPD

The geometry in XYZ format:
```
28
Properties=species:S:1:pos:R:3:forces:R:3:mulliken_charge:R:1
C -0.9175 2.7628 1.4183 0.919 0.033 -1.699 -0.874
C -1.2064 1.2492 1.4323 -0.194 -1.938 -0.357 -0.404
Si 0.0512 0.0066 1.2425 1.143 3.367 -0.589 0.186
N 1.7410 0.4110 0.7170 -2.563 -3.007 -0.182 0.061
N 2.3102 1.6220 0.4676 -0.175 2.157 -1.308 -0.635
O 0.1690 -1.5843 1.4018 0.901 -0.037 -0.831 -0.270
C -0.8048 -2.5818 1.3845 -0.188 -1.149 0.513 -0.146
C -0.3864 -3.6885 2.3403 -1.269 -1.597 0.404 -1.133
H -0.9751 3.0380 2.4455 -0.349 0.991 0.650 0.351
H 0.1374 3.0791 1.0861 -1.489 -0.833 0.508 0.105
H -1.5917 3.3683 0.7305 0.483 -0.822 1.091 0.259
H -2.3006 0.9436 1.6548 2.055 0.496 -0.247 0.241
H 2.1285 -0.3167 0.0711 -0.620 0.821 0.872 0.260
H 1.7164 2.4372 0.1707 0.868 -1.618 0.605 0.245
H 2.9806 1.8058 1.1693 0.417 0.880 0.678 0.205
H -1.6591 -2.0847 1.8001 -1.146 -0.380 0.029 0.295
H -1.0601 -3.0233 0.4125 0.424 0.661 -0.207 0.262
H -0.5739 -3.2853 3.3140 -0.089 -0.054 0.882 0.304
H -1.0119 -4.6443 2.2412 0.517 1.504 -0.017 0.303
H 0.6300 -4.0660 2.3868 0.369 0.498 -0.768 0.331
C 0.5676 0.8440 -4.7070 1.742 1.324 3.616 -0.267
N 0.6480 1.0143 -3.4197 1.476 0.240 -2.379 -0.406
C -0.2497 0.4088 -2.5164 -0.572 -0.786 1.321 -0.414
H -0.1196 0.2800 -5.2704 -1.255 -0.902 -0.387 0.299
H 1.3801 1.3308 -5.2354 -0.171 0.045 -0.378 0.259
H -1.1793 0.4562 -2.9888 -2.119 -0.585 -0.475 0.448
H -0.0037 -0.6286 -2.2393 0.157 0.075 -0.606 0.235
H -0.4201 0.8458 -1.5097 0.728 0.616 -0.739 -0.099
```
Forces are in eV/Å.

## Properties
Gap between HOMO and LUMO ... 7.960 eV
LUMO level ... 0.668 eV
Relative energy (zero: lowest compared OMol25 entry of this formula, charge and spin) ... 138.48 kJ/mol
SMILES ... C/C=[Si](\NN)OCC.C=NC
HOMO energy ... -0.2680 Eh
Calculated total energy ... -20889.4692 eV
2S+1 ... 1



Entry 5:
C6H17N4 | ωB97M-V/def2-TZVPD

The geometry in XYZ format:
```
27
Properties=species:S:1:pos:R:3:forces:R:3:mulliken_charge:R:1
C -3.2920 -0.5538 -1.5030 -2.281 -0.968 3.357 -1.206
C 2.3610 -1.8598 0.6397 -3.512 -0.491 -0.422 -1.064
C -2.6107 0.2429 -0.3444 3.237 -0.341 -3.254 -0.449
C -1.1363 -0.3150 -0.3427 -1.774 1.594 0.614 -0.838
C -0.2871 0.6928 0.3645 0.727 -0.035 0.877 0.290
C -0.1143 1.9201 -0.3062 2.366 2.838 0.126 0.116
N 2.3479 -0.4406 0.6719 -0.975 0.629 0.525 0.095
N 0.2122 2.9957 0.4034 -0.411 -1.462 0.216 -0.234
N 4.4770 -0.1946 1.3961 1.672 -1.200 0.551 -0.358
N 3.2715 0.2508 1.1320 -0.185 0.603 -0.266 -0.330
H -2.9505 -1.6407 -1.5992 -0.273 1.509 0.531 0.310
H -4.3962 -0.5794 -1.1665 1.427 -0.065 -1.458 0.331
H -3.1071 -0.0932 -2.4205 -0.141 0.823 -1.524 0.396
H 1.4290 -2.3779 0.1925 1.427 1.538 -0.178 0.276
H 2.2573 -2.2848 1.5876 0.387 -0.248 2.212 0.412
H 3.1962 -2.2196 0.2301 3.220 -1.794 -1.908 0.418
H -2.9677 0.1081 0.5993 -1.630 -0.522 2.474 0.455
H -2.4476 1.3689 -0.4516 -0.981 -1.315 -0.516 0.248
H -0.9257 -0.4230 -1.4318 0.770 -0.379 1.089 0.312
H -1.0428 -1.1536 0.3225 -0.286 -1.242 -0.700 0.360
H 0.7140 0.1779 0.5161 0.917 0.769 -0.902 -0.123
H -0.3041 0.8961 1.4915 -1.200 -0.456 -1.203 0.256
H 0.0028 2.1683 -1.3975 -0.560 -1.080 0.939 0.380
H 0.2120 2.9317 1.4184 -0.018 0.020 -0.210 0.242
H 0.7270 3.7618 0.0301 -0.067 0.656 -0.560 0.262
H 5.1010 0.3454 1.9570 -0.474 1.285 0.075 0.237
H 5.0112 -1.0312 1.1735 -1.380 -0.666 -0.488 0.207
```
Forces are in eV/Å.

## Properties
Gap between HOMO and LUMO ... 8.351 eV
LUMO level ... -4.015 eV
Relative energy (zero: lowest compared OMol25 entry of this formula, charge and spin) ... 256.50 kJ/mol
Net charge ... +1
HOMO energy ... -0.4545 Eh
Calculated total energy ... -12447.3556 eV
2S+1 ... 1